1.
20
Properties=species:S:1:pos:R:3:forces:R:3:nbo_charge:R:1 method="wB97M-V/def2-TZVPD" homo_ev=-3.50 e_tot_ha=-746.055852 total_charge=-1 gap_ev=7.23
C 0.6235 -1.8429 -1.1488 0.1 -0.5 -0.1 -0.61
C 0.1079 -0.4582 -1.5492 -1.1 -1.2 1.1 -0.42
C -1.3502 -0.2863 -1.0442 0.6 0.3 0.6 -0.49
S -1.4704 -0.2174 0.8071 0.1 0.0 -0.5 -0.72
H 0.7672 -1.9345 -0.0729 -0.1 0.1 0.0 0.23
H -0.1071 -2.6090 -1.4358 0.0 0.1 0.0 0.19
H 1.5685 -2.1449 -1.6145 0.0 0.3 -0.1 0.18
H 0.0538 -0.4215 -2.6389 0.6 0.6 -0.1 0.18
H 0.6841 0.2784 -0.9917 0.3 0.4 -0.8 0.21
H -1.7224 0.6643 -1.4290 -0.2 -0.1 -0.2 0.18
H -1.9541 -1.1159 -1.4147 -0.1 0.1 -0.1 0.18
H 3.6554 2.0998 0.7019 0.1 0.1 0.1 0.46
H 3.3093 0.7012 1.0785 -0.1 0.1 0.5 0.50
O 4.0378 1.3428 1.1564 0.0 -0.1 -0.4 -0.97
H -3.8490 0.8839 1.9587 -0.3 -0.1 -0.1 0.48
H -3.2716 1.7598 0.9749 0.0 0.0 -0.2 0.49
O -4.1133 1.6617 1.4473 0.2 0.0 0.2 -0.98
H 0.9564 1.0737 2.2190 0.9 0.1 0.5 0.47
H 0.6179 0.1919 1.2315 0.5 -1.0 -0.1 0.48
O 1.4564 0.3732 1.7643 -1.4 0.6 -0.4 -1.03


2.
43
Properties=species:S:1:pos:R:3:forces:R:3:nbo_charge:R:1 method="wB97M-V/def2-TZVPD" homo_ev="-11.45 / -11.45" e_tot_ha=-1388.753770 total_charge=+1 gap_ev="5.54 / 5.28"
C 1.1635 3.9245 0.3989 -1.7 -0.6 1.3 -0.01
C 1.8068 3.2778 -0.7031 -1.4 -0.6 -2.2 -0.21
C 0.8035 2.5233 -1.3908 1.4 1.4 -0.1 -0.36
H 2.8815 3.2819 -0.9305 -0.8 0.4 0.0 0.28
C -0.4372 2.6107 -0.5995 -0.7 1.5 0.4 -0.25
C -0.1589 3.3868 0.5867 -0.1 0.3 -1.6 -0.39
H -0.8547 3.6293 1.4151 0.6 -0.1 -0.9 0.28
H 1.5685 4.5380 1.1889 -0.2 0.8 -1.0 0.28
H 0.9488 1.9368 -2.3158 -0.2 0.5 0.7 0.27
H -1.3851 2.1184 -0.8523 0.4 0.3 0.1 0.27
C 2.8506 -0.1808 1.7066 0.6 0.9 1.2 -0.43
C 3.2712 1.0758 2.2679 0.0 -3.1 -1.8 -0.07
C 2.2272 1.5883 3.1069 -2.8 -1.4 0.5 -0.06
H 4.1048 1.5892 1.8142 0.3 -0.3 1.0 0.27
C 1.1113 0.6819 3.0672 1.3 0.0 0.4 -0.43
C 1.5393 -0.4722 2.2779 0.6 -0.5 1.5 -0.22
H 0.9631 -1.3857 2.0999 0.2 0.3 0.2 0.27
H 3.4322 -0.7972 0.9869 -0.6 0.5 0.8 0.28
H 2.0645 2.5773 3.5124 0.7 -0.4 0.5 0.27
H 0.1532 0.8114 3.6138 0.9 -0.3 -0.5 0.28
Pb 0.8994 0.9603 0.5023 0.0 -0.9 -0.4 1.43
O -1.0090 -1.3651 -1.0447 -0.5 0.0 -0.9 -0.54
C -0.7564 -1.4971 -2.4728 -1.7 -0.1 0.6 -0.11
C -2.1691 -1.6613 -1.9135 1.9 0.7 -0.6 0.07
H -0.5406 -0.5511 -2.9901 0.1 -0.5 0.2 0.18
H -0.2416 -2.4162 -2.7994 -0.2 0.6 0.3 0.21
H -2.8563 -0.8163 -2.0690 0.4 -0.3 0.2 0.20
H -4.5637 -2.3734 -2.8865 0.0 -0.4 0.1 0.22
C -4.0701 -3.2164 -2.3942 0.9 0.4 0.4 -0.20
C -2.7922 -2.9939 -1.8195 -0.5 -1.2 0.3 -0.08
C -2.1326 -4.0644 -1.1759 -0.4 0.4 -0.2 -0.22
H -1.1597 -3.8932 -0.7047 -0.4 -0.1 -0.2 0.22
C -2.7449 -5.3184 -1.1090 -0.2 0.1 -0.2 -0.19
H -2.2352 -6.1371 -0.5979 -0.2 0.2 -0.2 0.22
C -4.0043 -5.5310 -1.6872 0.2 0.4 0.0 -0.20
H -4.4782 -6.5125 -1.6361 0.2 0.3 0.0 0.23
C -4.6625 -4.4719 -2.3301 0.2 -0.2 0.1 -0.20
H -5.6443 -4.6193 -2.7803 0.3 0.0 0.1 0.23
F 2.6075 2.9475 1.5015 -0.4 -0.6 -0.3 -0.60
B 3.5904 4.1626 2.2508 -0.9 -1.8 -0.9 1.43
F 3.9526 4.5602 0.9960 1.0 1.3 1.3 -0.52
F 2.5870 4.7900 2.9369 1.1 0.4 -0.2 -0.52
F 4.3700 3.3025 2.9716 0.3 1.7 -0.1 -0.52


3.
6
Properties=species:S:1:pos:R:3:forces:R:3:nbo_charge:R:1 method="wB97M-V/def2-TZVPD" homo_ev=-11.19 e_tot_ha=-152.859815 smiles=O.O gap_ev=11.98
O 1.5227 -0.2182 -0.2940 0.2 2.2 0.1 -0.92
H 1.9321 -0.7475 0.3725 0.4 -0.9 0.6 0.46
H 1.7887 0.6948 0.0082 -0.5 -1.3 -0.7 0.46
O -1.6877 -0.3142 -0.2055 0.1 1.5 1.3 -0.91
H -1.3073 0.1566 0.5749 0.2 -1.2 -0.6 0.46
H -2.2485 0.4285 -0.4561 -0.5 -0.3 -0.8 0.46


4.
29
Properties=species:S:1:pos:R:3:forces:R:3:nbo_charge:R:1 method="wB97M-V/def2-TZVPD" homo_ev=-12.86 e_tot_ha=-785.472390 total_charge=+1 gap_ev=10.15
C -0.6414 0.2362 -1.6827 -0.7 1.1 2.4 -0.67
C -0.5004 2.0000 1.6867 0.4 0.9 -1.1 -0.43
C 0.7195 2.4130 -0.5147 -1.7 -3.3 -2.3 -0.40
C 2.2929 -0.4515 0.9100 -1.3 1.7 -1.8 -0.40
C 1.0494 -2.2509 -0.3336 0.1 -0.3 -0.1 -0.44
C -2.7267 -1.7141 -0.3195 2.0 1.0 -0.8 -0.69
C -0.5029 0.3630 -0.1549 -2.7 -1.7 -1.7 0.38
N -0.1937 1.5402 0.2549 1.0 1.6 2.9 -0.43
N 1.0242 -1.0248 0.4829 -1.2 0.5 0.4 -0.59
S -1.7831 -0.5411 0.8340 -0.7 0.2 -1.0 0.20
H -1.2062 -0.6039 -1.8926 -0.9 -1.7 -0.6 0.23
H -1.2463 1.1016 -1.9787 0.5 -0.1 -0.2 0.25
H 0.2940 0.1702 -2.1197 1.8 0.2 -1.2 0.24
H -1.5257 2.4082 1.6356 0.4 -0.3 0.4 0.24
H -0.4165 1.2001 2.4553 0.0 0.5 -0.7 0.23
H 0.1943 2.8687 1.8988 -0.8 -1.3 0.0 0.23
H 1.0981 3.0384 0.1475 1.5 3.4 2.7 0.21
H 1.5799 1.8227 -0.8186 -0.1 -0.1 -0.6 0.22
H 0.1753 2.8927 -1.3334 0.4 0.0 0.1 0.23
H 2.9155 -1.1174 1.3940 1.1 -1.5 1.5 0.21
H 2.8914 -0.1213 0.0249 -0.6 0.2 0.7 0.20
H 1.9132 0.3494 1.5614 1.2 0.2 -0.1 0.20
H 1.6895 -2.2874 -1.2464 0.6 0.8 1.2 0.23
H 1.2462 -3.1411 0.2653 0.0 0.0 -0.1 0.22
H 0.1442 -2.3817 -0.8865 -1.3 -0.1 0.4 0.20
H -3.4509 -2.1633 0.2896 -0.5 -1.1 1.4 0.25
H -2.0073 -2.3942 -0.8077 -0.6 0.1 0.6 0.23
H -3.3584 -1.2642 -1.0716 0.3 0.9 -0.3 0.24
H 0.3319 -0.9475 1.3201 1.9 -1.7 -2.0 0.41